A molecular structure, C8H6CrNO5. Source: the OMol25 dataset; level of theory: ωB97M-V/def2-TZVPD.

Results
LUMO energy (alpha / beta) in eV: -4.07 / -5.93
Expectation value of S²: 6.04
Energy in a.u.: -1783.492469
Spin multiplicity: 5
Charge: +1

```
21
C8H6CrNO5 ωB97M-V/def2-TZVPD
O -0.07443 5.23581 1.03077
C 0.00295 4.34819 0.31648
Cr 0.05930 -0.61323 -0.30378
C 0.04375 -2.58788 -0.06902
O -0.02599 -3.50571 0.66277
C -0.10576 -1.38281 -2.85057
O -0.10747 -1.22232 -3.98056
C 1.93638 -0.37117 -0.02389
O 3.01074 -0.24526 0.40724
C -1.80151 -0.39096 -0.13709
O -2.90382 -0.23700 0.17528
H -0.13302 0.86999 -0.03395
C 0.54370 0.38297 5.07439
C -0.49660 -0.28168 4.14416
C -0.29377 -0.12293 2.72593
N -0.08667 -0.24241 1.58925
H 1.52798 -0.04609 4.85974
H 0.32976 0.23692 6.14556
H 0.57432 1.45921 4.87687
H -0.50780 -1.35784 4.34150
H -1.49213 0.07430 4.42030
```

Quick look at the Mulliken charges, all values in e: -0.174 0.177 -0.449 0.370 -0.187 0.213 -0.118 0.484 -0.206 0.420 -0.224 0.453 -1.087 -0.386 0.200 -0.065 0.333 0.329 0.331 0.272 0.313